One molecule with the formula C7H11N3O4 at a distorted geometry. Source: the Open Molecules 2025 dataset; level of theory: wB97M-V/def2-TZVPD.

DFT total energy   -738.162710 Ha
HOMO-LUMO gap (spin up / spin down)   3.44 / 3.45 eV
Energy relative to the best compared isomer or geometry (same formula, charge and spin)   268.96 kcal/mol
Highest occupied orbital energy (spin up / spin down)   -7.033 / -7.034 eV
Molecular weight   201.182 g mol⁻¹

Bonds (Å) are listed after each position.
Cartesian coordinates (Å):
1 C -3.819 -1.247 0.285  C3 1.586, O11 1.231, O12 1.224
2 C -2.929 1.289 -0.383  C3 1.489, C4 1.513, H15 1.154, H16 1.100
3 C -2.901 0.039 0.425  C1 1.586, C2 1.489, C4 1.499, H17 0.992
4 C -1.871 0.240 -0.644  C2 1.513, C3 1.499, C6 1.560, H18 1.112
5 C 3.582 0.404 0.630  O14 1.383, H19 1.134, H20 1.158, H21 1.076
6 C -0.339 0.419 -0.406  C4 1.560, C7 1.595, H22 1.128, H23 1.111
7 C 0.063 -0.894 0.404  C6 1.595, N9 1.421, N10 1.603, H24 1.159
8 N 0.943 -2.803 -0.235  N9 1.308, O13 1.497, H25 0.985
9 N -0.108 -2.045 -0.411  C7 1.421, N8 1.308
10 N 1.614 -0.865 0.810  C7 1.603, O13 1.384, O14 1.406
11 O -3.430 -2.117 1.065  C1 1.231
12 O -4.705 -1.178 -0.557  C1 1.224
13 O 1.929 -2.210 0.722  N8 1.497, N10 1.384
14 O 2.480 -0.127 -0.015  C5 1.383, N10 1.406
15 H -3.715 1.320 -1.228  C2 1.154
16 H -2.742 2.207 0.194  C2 1.100
17 H -2.811 0.075 1.412  C3 0.992
18 H -1.955 -0.415 -1.539  C4 1.112
19 H 4.444 -0.306 0.832  C5 1.134
20 H 3.283 0.521 1.742  C5 1.158
21 H 3.746 1.398 0.252  C5 1.076
22 H 0.214 0.502 -1.386  C6 1.128
23 H 0.037 1.211 0.276  C6 1.111
24 H -0.382 -0.947 1.473  C7 1.159
25 H 1.048 -3.673 -0.685  N8 0.985

Here are the Mulliken charges for atoms 1 to 6, given in e: 0.3190, -0.7043, -0.1108, -0.1620, -0.6351, -0.9584